# 1
This record from OMol25 describes a cluster of 4 separate species, C26H52ClO13P in total at a distorted geometry. The level of theory is ωB97M-V/def2-TZVPD.

Values from the calculation:
lowest unoccupied orbital energy: -0.77 eV
HOMO level: -9.102 eV
Kohn-Sham gap: 8.33 eV
maximum force: 9.7 eV Å⁻¹
SMILES: C=CC(=O)OCCCCCC[C@H]1OC(=O)O[C@@]1(COC)P(O)Cl.COCCOC.COCCOC.COCCOC
energy: -76220.422 eV

Cartesian coordinates (Å):
C: -3.5558 0.6651 -1.9068
C: -3.3850 -0.2794 -3.0638
C: -2.4116 0.1199 -4.3373
O: -2.2742 1.4525 -4.5789
O: -1.7394 -0.9428 -5.1039
C: -0.2843 -0.7283 -5.1447
C: 0.5239 -2.1267 -4.8597
C: 0.9649 -2.0757 -3.2480
C: 1.4816 -3.5963 -2.8850
C: 1.7817 -3.8581 -1.2943
C: 2.5378 -2.6221 -0.5195
C: 1.5191 -1.4522 0.0487
O: 1.1985 -1.6973 1.4738
C: 1.2475 -0.4528 2.2586
O: 1.0094 -0.3046 3.5793
O: 1.6702 0.6994 1.4105
C: 2.0844 0.1069 0.0970
C: 1.2631 1.0843 -0.9673
O: 2.1097 2.2399 -1.3208
C: 1.3181 3.4593 -1.5464
P: 4.0085 0.3078 0.1914
O: 4.4491 1.9593 0.5997
Cl: 4.6326 -0.9414 1.8036
H: -2.6323 1.3405 -1.6001
H: -4.5827 0.7519 -1.3152
H: -3.9294 -1.3155 -3.0495
H: -0.0171 -0.3267 -6.2110
H: -0.0391 0.1208 -4.3573
H: 1.4674 -2.2888 -5.5692
H: -0.2435 -3.0179 -4.9996
H: 0.0121 -1.7955 -2.5890
H: 1.7960 -1.2713 -3.0649
H: 2.3712 -3.9215 -3.6060
H: 0.5779 -4.3209 -3.1740
H: 0.8317 -4.1783 -0.6887
H: 2.5361 -4.7819 -1.2485
H: 3.0411 -3.1006 0.4514
H: 3.4376 -2.1960 -1.1537
H: 0.4683 -1.3323 -0.4973
H: 0.2655 1.4126 -0.4312
H: 0.9886 0.4569 -1.9432
H: 2.0614 4.3818 -1.4015
H: 0.9199 3.4434 -2.6573
H: 0.4496 3.6277 -0.7675
H: 3.7002 2.3947 1.1309
C: -4.6864 -1.1699 1.2443
O: -5.9991 -0.8047 0.8323
C: -6.9106 -1.9064 0.8921
C: -7.8180 -1.8088 2.1217
O: -7.0749 -2.0003 3.3297
C: -6.8187 -0.7738 4.0047
H: -4.0953 -0.2573 1.3545
H: -4.6948 -1.6960 2.2030
H: -4.2200 -1.7987 0.4801
H: -6.3736 -2.8621 0.8744
H: -7.5319 -1.8533 -0.0082
H: -8.5597 -2.6102 2.0760
H: -8.3564 -0.8532 2.1390
H: -7.7428 -0.3976 4.4536
H: -6.4013 -0.0205 3.3304
H: -6.0950 -0.9652 4.8018
C: 1.7767 10.4082 0.0663
O: 2.9390 9.8117 0.6315
C: 2.6981 8.4726 1.0751
C: 3.2724 7.4506 0.0898
O: 2.5536 7.4644 -1.1476
C: 3.2615 8.1503 -2.1743
H: 2.0714 11.3438 -0.4157
H: 1.3142 9.7614 -0.6845
H: 1.0549 10.6342 0.8567
H: 1.6282 8.3003 1.2415
H: 3.2102 8.3598 2.0366
H: 3.1550 6.4498 0.5129
H: 4.3431 7.6220 -0.0760
H: 4.1148 7.5488 -2.5016
H: 3.6076 9.1326 -1.8401
H: 2.5859 8.2903 -3.0226
C: 3.4099 -5.5914 2.1912
O: 2.0972 -5.2262 1.7791
C: 1.1857 -6.3279 1.8389
C: 0.2783 -6.2303 3.0686
O: 1.0214 -6.4218 4.2765
C: 1.2776 -5.1953 4.9515
H: 4.0010 -4.6788 2.3013
H: 3.4015 -6.1176 3.1498
H: 3.8762 -6.2202 1.4270
H: 1.7227 -7.2836 1.8213
H: 0.5643 -6.2748 0.9387
H: -0.4634 -7.0318 3.0228
H: -0.2602 -5.2748 3.0859
H: 0.3535 -4.8191 5.4004
H: 1.6949 -4.4420 4.2772
H: 2.0013 -5.3868 5.7487

Cartesian forces (eV/Å) of the 2 atoms listed first:
C 0.9 -2.1 -3.1
C 0.1 2.1 2.0

Here are the Löwdin charges for atoms 1 to 4, given in e:
1. C 0.024
2. C -0.048
3. C -0.254
4. O -0.039

# 2
This record from OMol25 describes a cluster of 2 separate species, C3H11NO2 in total at a distorted geometry. The level of theory is ωB97M-V/def2-TZVPD.

Values from the calculation:
lowest unoccupied orbital energy: 0.93 eV
relative energy (zero: lowest compared OMol25 entry of this formula, charge and spin): 0.187 eV
HOMO level: -9.715 eV
Kohn-Sham gap: 10.65 eV
maximum force: 1.7 eV Å⁻¹
SMILES: C[C@H](N)CO.O
energy: -8874.302 eV

Cartesian coordinates (Å):
C: 0.2032 2.1002 -0.4048
C: 0.0054 0.6071 -0.3681
N: -1.1254 0.2393 -1.2551
C: -0.3382 -0.0128 0.9620
O: -0.5612 -1.3982 0.8436
H: 0.7019 2.3576 -1.3375
H: -0.7112 2.6686 -0.3257
H: 0.9155 2.4190 0.3638
H: 0.9524 0.1223 -0.7083
H: -0.8436 -0.4724 -1.9190
H: -1.4484 1.0180 -1.8152
H: 0.5812 0.0268 1.5613
H: -1.1604 0.4798 1.5219
H: -1.4388 -1.5414 0.4801
O: 1.6432 -2.9697 0.5010
H: 1.8856 -3.0277 1.4161
H: 0.7389 -2.6166 0.4840

Cartesian forces (eV/Å) of the 2 atoms listed first:
C 1.1 0.1 0.3
C -0.7 -0.6 -1.0

Here are the Löwdin charges for atoms 1 to 4, given in e:
1. C -0.071
2. C -0.441
3. N 0.034
4. C -0.246

# 3
This record from OMol25 describes an isolated molecule of C8H17NO3S at a distorted geometry. The level of theory is ωB97M-V/def2-TZVPD.

Values from the calculation:
lowest unoccupied orbital energy: 0.44 eV
relative energy (zero: lowest compared OMol25 entry of this formula, charge and spin): 5.176 eV
HOMO level: -8.323 eV
Kohn-Sham gap: 8.77 eV
maximum force: 5.9 eV Å⁻¹
SMILES: CC[C@@H]([C@H]1OS1(=O)=O)N(CC)CC
energy: -27034.734 eV

Cartesian coordinates (Å):
C: 0.8777 3.0207 -0.1595
C: 1.2052 1.5204 -0.2658
C: 0.1061 0.6437 0.5230
C: -1.3747 0.9154 -0.4823
O: -2.6065 0.3440 0.2108
S: -2.4420 1.9193 0.5508
O: -3.5624 2.6255 -0.0002
O: -2.0598 2.1002 1.9473
N: 0.4731 -0.7163 0.5440
C: -0.2759 -1.6306 1.3239
C: -1.1375 -2.6426 0.5009
C: 1.4544 -1.3703 -0.2123
C: 1.3769 -1.4221 -1.7943
H: 1.5016 3.6037 -0.8830
H: -0.2078 3.1810 -0.2956
H: 1.2333 3.4356 0.7570
H: 1.1940 1.1741 -1.2444
H: 2.3016 1.4945 0.1358
H: -0.1498 1.0189 1.5464
H: -1.4498 0.8038 -1.5124
H: -1.0542 -1.1564 2.0081
H: 0.3068 -2.2867 2.0270
H: -1.4724 -3.3798 1.2006
H: -1.8990 -2.0799 -0.0393
H: -0.5019 -3.1767 -0.2192
H: 1.4553 -2.4848 0.1131
H: 2.4812 -0.9425 0.0764
H: 0.3309 -1.6848 -1.9173
H: 1.7340 -0.5786 -2.2502
H: 2.1614 -2.2487 -2.1894

Cartesian forces (eV/Å) of the 2 atoms listed first:
C 0.2 -0.1 -1.4
C 0.5 0.9 3.6

Here are the Löwdin charges for atoms 1 to 4, given in e:
1. C -0.101
2. C -0.186
3. C -0.178
4. C -0.110

Look up the lowest unoccupied orbital energy of the first one.
-0.77 eV